(1)
Below is a structure of composition C31H27AsCoFN7O4S4 in a non-equilibrium geometry, with properties calculated with the ωB97M-V functional and the def2-TZVPD basis.

Structure (XYZ):
```
76
C31H27AsCoFN7O4S4 the ωB97M-V functional and the def2-TZVPD basis
Co 5.2274 19.8945 10.7670
C 9.5412 20.1542 14.3686
S 9.4570 18.7087 13.2476
C 8.0444 18.9464 12.2039
S 6.7904 19.9432 12.7648
N 8.1338 18.2678 11.0642
N 7.0495 18.5473 10.2247
C 6.9533 17.8371 9.2177
C 5.9056 18.2158 8.2258
C 5.7929 17.6012 7.0236
C 4.8817 18.1363 6.0942
C 4.2307 19.2941 6.4343
C 4.4602 19.8692 7.6768
N 5.2995 19.3978 8.5743
H 10.2893 19.8830 15.0948
H 8.5675 20.2384 14.9028
H 9.8849 20.9704 13.8416
H 7.6958 16.9652 9.0399
H 6.4456 16.7167 6.9117
H 4.6917 17.5589 5.1697
H 3.5269 19.7939 5.7433
H 3.9117 20.7948 7.8075
S 3.1900 21.0782 11.2404
C 2.1135 19.8372 11.6617
C 0.8428 20.2092 12.1940
C -0.0219 19.2928 12.8101
C -1.1335 19.8628 13.3965
N -2.0515 20.2862 14.0007
C 0.3542 17.9634 12.7222
C 1.4964 17.5421 12.0693
C 2.4299 18.4555 11.5997
S 3.9103 17.8421 10.8989
C -0.5099 16.9416 13.1888
N -1.2881 16.1530 13.6019
H 0.6027 21.2646 12.0946
H 1.8946 16.4860 12.0425
C 1.0285 19.6597 8.0486
As 0.6653 17.7102 8.4739
C 2.3239 16.7866 7.9317
C -0.5296 17.5993 6.9276
C -1.2909 16.3079 6.9083
C -0.6312 15.0815 6.7553
C -1.4115 13.8729 6.8094
C -2.7353 13.9647 6.9757
C -3.4040 15.1746 7.0661
C -2.6999 16.3460 7.0943
H 1.3502 19.7710 6.9454
H 1.8987 20.0318 8.6112
H 0.1964 20.3179 8.2834
H 2.4086 16.4369 6.8597
H 2.3379 15.8792 8.5506
H 3.2314 17.4029 8.2202
H 0.0725 17.6705 6.0051
H -1.1287 18.5478 6.9111
H 0.4014 14.8593 6.6658
H -0.9388 12.9648 6.8464
H -3.3370 13.0519 6.9493
H -4.5077 15.1887 7.3261
H -3.1936 17.2872 7.2444
F 1.4915 22.7335 9.0033
C 2.5403 23.2374 8.3560
C 3.7843 23.3930 8.9322
N 4.8970 23.7189 8.2574
C 6.1507 23.9603 9.0138
C 6.5934 22.9249 10.1683
O 7.4157 23.3978 10.9406
O 6.0499 21.8190 10.1403
C 4.8540 23.9689 6.8804
O 5.8243 24.3689 6.2115
N 3.5805 23.7100 6.2805
C 2.4199 23.2045 6.8862
O 1.5317 22.8113 6.1472
H 3.9022 23.3080 10.0168
H 6.0441 24.9569 9.4737
H 6.9913 24.0512 8.2767
H 3.5296 23.7117 5.2879
```

The calculation puts the frontier orbital gap (alpha / beta) at 6.14 / 6.26 eV. The expectation value of S² is 3.76. Its total energy is -7193.0481 Eh. The calculation puts the energy relative to the best compared isomer or geometry (same formula, charge and spin) at 20.3 kcal per mole. Its spin multiplicity is 4. Its net charge is -2. The value obtained for the LUMO energy (alpha / beta) is 3.975 / 3.973 eV. The maximum force is 4.9 eV/A.



(2)
Below is a cluster of 5 separate species, C32H26F4N2O4S in total in a non-equilibrium geometry, with properties calculated with the ωB97M-V functional and the def2-TZVPD basis.

Structure (XYZ):
```
69
C32H26F4N2O4S the ωB97M-V functional and the def2-TZVPD basis
O 3.2574 0.5045 1.4034
C 3.3473 1.4792 0.6365
C 2.8769 2.9640 0.9756
C 2.5716 3.5666 -0.2711
C 2.0159 4.9899 -0.6937
C 1.2362 5.8019 0.4483
S 0.0586 4.8040 1.4756
C -1.0159 3.8927 0.3020
N -2.4408 3.8420 0.3574
N -2.8131 3.0706 -0.7150
C -1.6688 2.6442 -1.4562
O -0.5231 3.1508 -0.7908
C 2.9119 2.4590 -1.3671
O 2.5769 2.3371 -2.5533
O 3.8154 1.5347 -0.7083
H 2.7666 3.5210 1.9574
H 1.3060 4.8610 -1.5917
H 2.9036 5.6237 -1.0769
H 0.5960 6.5925 -0.1009
H 2.0105 6.3188 1.1107
H -1.5763 2.0161 -2.3965
F -2.3120 -0.2378 -2.2191
C -2.4008 -1.0361 -1.1400
C -1.2923 -1.7648 -0.7380
C -1.3840 -2.5861 0.3813
C -2.5867 -2.6766 1.0789
C -3.6939 -1.9435 0.6625
C -3.5986 -1.1140 -0.4504
H -0.3675 -1.6873 -1.2985
H -0.5217 -3.1542 0.7091
H -2.6590 -3.3206 1.9491
H -4.6309 -2.0178 1.2044
H -4.4481 -0.5290 -0.7836
F -5.5720 -0.2195 3.5693
C -6.2448 0.4771 2.6391
C -7.6038 0.6954 2.8027
C -8.2995 1.4215 1.8412
C -7.6301 1.9116 0.7221
C -6.2660 1.6818 0.5661
C -5.5682 0.9654 1.5326
H -8.1092 0.2992 3.6758
H -9.3617 1.6048 1.9631
H -8.1745 2.4743 -0.0296
H -5.7462 2.0606 -0.3078
H -4.5045 0.7848 1.4317
F 7.3260 3.1326 1.8154
C 7.6467 2.2528 0.8525
C 6.6814 1.8640 -0.0628
C 7.0138 0.9571 -1.0631
C 8.3057 0.4406 -1.1302
C 9.2659 0.8344 -0.2023
C 8.9367 1.7501 0.7917
H 5.6829 2.2693 0.0101
H 6.2676 0.6524 -1.7890
H 8.5634 -0.2705 -1.9084
H 10.2705 0.4282 -0.2534
H 9.6737 2.0746 1.5170
F -1.3853 -5.3625 0.8445
C -0.9806 -6.1963 -0.1269
C 0.0643 -5.8195 -0.9562
C 0.4865 -6.6858 -1.9593
C -0.1480 -7.9140 -2.1284
C -1.1995 -8.2794 -1.2927
C -1.6150 -7.4185 -0.2824
H 0.5405 -4.8564 -0.8149
H 1.3082 -6.4043 -2.6090
H 0.1792 -8.5874 -2.9141
H -1.6953 -9.2347 -1.4283
H -2.4260 -7.6903 0.3829
```

The calculation puts the frontier orbital gap at 8.09 eV. Its total energy is -2442.9646 Eh. The value obtained for the LUMO energy is -0.987 eV. The maximum force is 5.6 eV/A.



(3)
Below is a structure of composition C2H5NO5 in a non-equilibrium geometry, with properties calculated with the ωB97M-V functional and the def2-TZVPD basis.

Structure (XYZ):
```
13
C2H5NO5 the ωB97M-V functional and the def2-TZVPD basis
C -1.5072 -0.5783 0.2788
C -0.5107 0.4169 -0.0801
N 2.0808 -0.2521 0.0292
O 2.1692 0.9807 -0.0159
O 2.9833 -0.9612 0.2152
O -0.5108 0.7736 -1.3766
O -0.2699 1.2924 0.8794
O 0.8432 -0.7454 0.0619
H -1.5762 -1.3582 -0.4740
H -2.4292 -0.1694 0.3792
H -1.1112 -1.0057 1.1979
H -0.8250 0.0313 -1.9870
H 0.6638 1.5754 0.8921
```

The calculation puts the frontier orbital gap at 11.10 eV. Its total energy is -510.0113 Eh. The calculation puts the energy relative to the best compared isomer or geometry (same formula, charge and spin) at 116.4 kcal per mole. The value obtained for the LUMO energy is 0.325 eV. The maximum force is 3.6 eV/A.



(4)
Below is a cluster of 2 separate species, C10H16 in total in a non-equilibrium geometry, with properties calculated with the ωB97M-V functional and the def2-TZVPD basis.

Structure (XYZ):
```
26
C10H16 the ωB97M-V functional and the def2-TZVPD basis
C -0.9497 3.1505 -1.5103
C -0.9231 1.8686 -0.7390
C 0.0624 1.6318 0.2145
C -0.1180 0.7083 1.2338
C -1.1718 -0.1923 1.1889
C -2.0723 -0.0946 0.1306
C -1.9702 0.9407 -0.7827
H -1.9055 3.6722 -1.4283
H -0.7003 3.0554 -2.5686
H -0.2518 3.8694 -1.0750
H 0.9109 2.3076 0.2300
H 0.5427 0.7021 2.0897
H -1.3346 -0.8238 2.0534
H -2.8282 -0.8580 -0.0117
H -2.6466 0.8968 -1.6317
C 2.3081 -1.4037 1.0327
C 1.8804 -1.9741 -0.3116
C 1.6845 -3.5039 -0.3143
H 1.8000 -1.7868 1.9312
H 2.3488 -0.3265 0.9505
H 3.2319 -1.8950 1.3887
H 0.9328 -1.4921 -0.5657
H 2.6111 -1.6592 -1.0502
H 1.8674 -3.9820 0.6501
H 0.6608 -3.7561 -0.5858
H 2.3957 -3.9231 -1.0070
```

The calculation puts the frontier orbital gap at 10.02 eV. Its total energy is -390.6037 Eh. The calculation puts the energy relative to the best compared isomer or geometry (same formula, charge and spin) at 20.2 kcal per mole. The value obtained for the LUMO energy is 1.022 eV. The maximum force is 1.9 eV/A.



(5)
Below is a cluster of 9 separate species, C43H67N9O2 in total in a non-equilibrium geometry, with properties calculated with the ωB97M-V functional and the def2-TZVPD basis.

Structure (XYZ):
```
121
C43H67N9O2 the ωB97M-V functional and the def2-TZVPD basis
C -0.9091 2.1029 2.4663
C -0.5139 2.7969 1.2826
C -0.0195 3.8636 0.0928
C 0.4462 5.2851 0.8007
C 2.0284 5.6908 0.4496
C 2.4333 6.9317 1.4875
C 2.3328 8.3852 1.0606
C 2.7301 9.4951 2.2472
O 3.4400 10.6119 1.9909
C 2.2124 9.0646 3.7781
N 1.5883 10.0764 4.7559
C 2.3199 7.6119 4.2067
C 2.9658 6.6038 3.0388
O 3.8677 5.6407 3.3234
H -1.0309 1.8102 3.6172
H 0.8136 3.3774 -0.5710
H -0.9941 4.1198 -0.5415
H -0.3118 6.1439 0.5419
H 0.4120 5.0845 1.9691
H 2.7281 4.7650 0.6809
H 2.1797 5.9631 -0.6794
H 1.9793 8.7180 -0.0043
H 0.5375 9.9426 4.6527
H 1.8208 9.6922 5.7105
H 1.9445 7.2230 5.2557
C -3.6995 -2.3718 2.2069
C -2.9567 -2.8060 0.9473
C -1.7739 -1.8959 0.6107
C -2.2683 -0.4784 0.3719
N -2.6783 0.6974 0.1737
H -4.1409 -1.3767 2.0933
H -4.5173 -3.0663 2.4243
H -3.0273 -2.3546 3.0726
H -3.6628 -2.8243 0.1080
H -2.5928 -3.8302 1.0846
H -1.2672 -2.2565 -0.2906
H -1.0469 -1.8908 1.4300
C 0.0035 5.6020 -4.9330
C -0.8692 4.4454 -4.4559
C -2.1801 4.9122 -3.8202
C -1.8827 5.7778 -2.6066
N -1.6360 6.4958 -1.5999
H 0.3132 6.2443 -4.1025
H 0.9146 5.2210 -5.4053
H -0.5288 6.2186 -5.6664
H -0.2995 3.8450 -3.7360
H -1.0960 3.7961 -5.3087
H -2.7749 4.0474 -3.5078
H -2.7720 5.4897 -4.5386
C -0.5660 -4.6469 -3.0382
C -0.5111 -6.1677 -2.9330
C -1.7827 -6.7686 -2.3310
C -1.9889 -6.2305 -0.9244
N -2.1600 -5.7841 0.2424
H -0.6540 -4.1764 -2.0539
H 0.3501 -4.2646 -3.4995
H -1.4162 -4.3264 -3.6513
H 0.3575 -6.4499 -2.3256
H -0.3551 -6.5877 -3.9328
H -1.6995 -7.8598 -2.2897
H -2.6548 -6.5176 -2.9444
C 0.9457 0.0082 -1.6438
C 1.6885 -0.4259 -2.9034
C 2.8713 0.4841 -3.2400
C 2.3770 1.9016 -3.4788
N 1.9669 3.0774 -3.6770
H 0.5044 1.0034 -1.7574
H 0.1280 -0.6863 -1.4264
H 1.6179 0.0255 -0.7781
H 0.9825 -0.4443 -3.7427
H 2.0524 -1.4502 -2.7661
H 3.3781 0.1236 -4.1413
H 3.5984 0.4892 -2.4207
C -0.5769 -7.4001 -8.0824
C -0.5221 -8.9209 -7.9772
C -1.7937 -9.5218 -7.3752
C -1.9999 -8.9836 -5.9686
N -2.1709 -8.5373 -4.8018
H -0.6650 -6.9296 -7.0981
H 0.3392 -7.0178 -8.5437
H -1.4271 -7.0796 -8.6955
H 0.3466 -9.2031 -7.3698
H -0.3661 -9.3408 -8.9770
H -1.7104 -10.6130 -7.3339
H -2.6658 -9.2708 -7.9886
C -5.2215 -5.2593 5.7855
C -5.9290 -3.9492 6.1170
C -7.3024 -3.8303 5.4534
C -7.1490 -3.8855 3.9421
N -7.0218 -3.9313 2.6885
H -5.0186 -5.3494 4.7137
H -4.2586 -5.3128 6.3034
H -5.8244 -6.1204 6.0963
H -5.2912 -3.1131 5.8048
H -6.0486 -3.8749 7.2035
H -7.7735 -2.8819 5.7325
H -7.9589 -4.6444 5.7791
C 5.8826 10.4786 3.7455
C 6.9785 11.2133 2.9798
C 8.3840 10.8706 3.4775
C 8.5208 11.2626 4.9397
N 8.6343 11.5878 6.1527
H 5.8750 10.7544 4.8047
H 4.8989 10.7317 3.3375
H 6.0133 9.3928 3.6724
H 6.8068 12.2934 3.0643
H 6.9024 10.9572 1.9173
H 9.1330 11.4110 2.8889
H 8.5787 9.7979 3.3721
C 1.2220 -8.3046 2.8964
C -0.2261 -8.7155 2.6493
C -0.3483 -9.9842 1.8031
C 0.2903 -9.7574 0.4425
N 0.8200 -9.5693 -0.6862
H 1.7390 -8.0638 1.9622
H 1.2611 -7.4114 3.5281
H 1.7761 -9.1042 3.4014
H -0.7504 -7.8876 2.1566
H -0.7184 -8.8798 3.6142
H -1.4033 -10.2442 1.6662
H 0.1474 -10.8263 2.2981
```

The calculation puts the frontier orbital gap at 7.31 eV. Its total energy is -2321.2350 Eh. The value obtained for the LUMO energy is -1.281 eV. The maximum force is 10.2 eV/A.